[1]
{"formula": "C17H18BClIrN6O2", "method": "ωB97M-V/def2-TZVPD", "orbital_gap_ev": [5.85, 3.96], "homo_energy_ev": [-12.3, -14.7], "e_lumo_ev": [-6.48, -10.69], "multiplicity": 6, "total_charge": 2, "elements": ["H", "N", "B", "N", "C", "Ir", "H", "C", "H", "C", "H", "C", "H", "H", "H", "N", "N", "N", "N", "C", "C", "H", "H", "C", "C", "C", "C", "H", "H", "H", "H", "H", "Cl", "C", "C", "C", "C", "C", "C", "C", "O", "O", "H", "H", "H", "H"], "coordinates": [[-0.347, 2.274, 1.202], [-0.080, 1.337, -0.674], [0.586, 0.651, -3.012], [0.424, 1.724, -1.893], [0.753, 3.031, -1.815], [-0.900, -0.514, -0.265], [1.149, 3.537, -2.675], [0.484, 3.477, -0.526], [0.620, 4.459, -0.126], [-0.012, 2.379, 0.179], [1.032, 1.083, -4.030], [-1.440, -2.273, 0.271], [-1.692, -2.076, 1.328], [-0.686, -3.057, 0.178], [-2.382, -2.478, -0.251], [-0.815, -0.006, -3.165], [1.453, -0.450, -2.360], [-1.509, -0.539, -2.061], [1.045, -0.955, -1.140], [-1.596, -0.108, -4.253], [2.663, -0.964, -2.679], [-1.255, 0.299, -5.194], [3.149, -0.690, -3.605], [-2.779, -0.749, -3.900], [3.059, -1.796, -1.646], [-2.691, -1.031, -2.532], [2.026, -1.754, -0.694], [-3.614, -0.976, -4.536], [3.975, -2.352, -1.573], [-3.388, -1.533, -1.874], [1.968, -2.239, 0.267], [-2.047, 0.571, 0.165], [-0.982, -0.434, 8.136], [-0.455, -0.564, 6.512], [0.398, -1.618, 6.134], [0.769, -1.749, 4.793], [0.305, -0.843, 3.827], [-0.504, 0.227, 4.224], [-0.891, 0.373, 5.561], [0.593, -1.123, 2.357], [1.149, -2.205, 2.110], [0.226, -0.210, 1.501], [0.748, -2.323, 6.887], [1.421, -2.566, 4.489], [-0.828, 0.942, 3.470], [-1.530, 1.199, 5.866]]}

=====

[2]
{"formula": "C4H8N2", "method": "ωB97M-V/def2-TZVPD", "orbital_gap_ev": 11.15, "homo_energy_ev": -10.3, "e_lumo_ev": 0.85, "e_above_lowest_kcal_mol": 4.6, "multiplicity": 1, "elements": ["C", "C", "C", "N", "C", "N", "H", "H", "H", "H", "H", "H", "H", "H"], "coordinates": [[-0.798, 1.076, -0.604], [-0.063, -0.096, 0.077], [1.460, 0.094, 0.081], [-0.368, -1.327, -0.654], [-0.542, -0.218, 1.489], [-0.946, -0.413, 2.557], [-1.781, 1.238, -0.154], [-0.933, 0.846, -1.665], [-0.232, 2.008, -0.521], [1.842, -0.086, -0.929], [1.938, -0.614, 0.766], [1.732, 1.106, 0.393], [0.061, -2.122, -0.185], [-1.371, -1.493, -0.652]]}

=====

[3]
{"formula": "C13H17N", "method": "ωB97M-V/def2-TZVPD", "orbital_gap_ev": 9.30, "homo_energy_ev": -8.3, "e_lumo_ev": 0.96, "e_above_lowest_kcal_mol": 34.1, "multiplicity": 1, "elements": ["C", "C", "C", "C", "C", "N", "C", "C", "C", "C", "C", "C", "C", "C", "H", "H", "H", "H", "H", "H", "H", "H", "H", "H", "H", "H", "H", "H", "H", "H", "H"], "coordinates": [[-1.013, -1.237, 1.932], [-0.900, -0.669, 0.525], [-1.432, -1.645, -0.564], [-1.745, -0.685, -1.702], [-2.304, 0.552, -1.021], [-1.849, 0.469, 0.420], [-1.232, 1.791, 0.812], [0.121, 2.074, 0.018], [1.118, 0.964, 0.073], [2.429, 1.146, -0.173], [3.326, 0.093, -0.323], [2.809, -1.227, -0.262], [1.449, -1.377, 0.082], [0.590, -0.321, 0.210], [-0.544, -0.718, 2.765], [-0.792, -2.307, 1.933], [-2.110, -1.203, 2.185], [-2.385, -2.052, -0.153], [-0.830, -2.403, -0.854], [-0.934, -0.506, -2.484], [-2.568, -0.998, -2.392], [-1.861, 1.495, -1.350], [-3.383, 0.773, -1.054], [-1.136, 1.728, 1.901], [-1.984, 2.605, 0.432], [0.052, 2.531, -1.052], [0.572, 2.921, 0.626], [2.695, 2.143, -0.386], [4.366, 0.306, -0.491], [3.495, -2.005, -0.475], [0.990, -2.346, 0.266]]}

=====

[4]
{"formula": "C33H44BF4GeO2P2Pt", "method": "ωB97M-V/def2-TZVPD", "orbital_gap_ev": 7.85, "homo_energy_ev": -5.8, "e_lumo_ev": 2.06, "e_above_lowest_kcal_mol": 36.6, "multiplicity": 1, "total_charge": -1, "elements": ["Pt", "C", "P", "C", "C", "C", "P", "C", "C", "H", "H", "H", "H", "H", "H", "H", "H", "H", "H", "H", "H", "H", "H", "H", "H", "F", "B", "F", "F", "F", "C", "C", "C", "C", "C", "C", "H", "H", "H", "H", "H", "H", "H", "H", "H", "O", "C", "O", "C", "C", "Ge", "C", "C", "C", "C", "C", "C", "C", "C", "C", "C", "C", "C", "C", "C", "C", "C", "C", "C", "H", "H", "H", "H", "H", "H", "H", "H", "H", "H", "H", "H", "H", "H", "H", "H", "H", "H", "H"], "coordinates": [[-0.845, -1.461, 1.841], [-3.971, -2.063, 3.348], [-2.386, -2.679, 2.743], [-2.692, -4.205, 1.810], [-1.732, -3.344, 4.343], [-0.263, -3.683, 4.170], [0.511, -2.116, 3.551], [0.435, -1.102, 5.056], [2.218, -2.746, 3.403], [-4.364, -2.873, 3.967], [-4.659, -1.842, 2.546], [-3.808, -1.180, 3.966], [-3.034, -4.987, 2.489], [-1.767, -4.508, 1.321], [-3.443, -4.020, 1.045], [-2.359, -4.196, 4.627], [-1.871, -2.577, 5.108], [-0.153, -4.439, 3.387], [0.217, -4.073, 5.073], [0.545, -1.738, 5.937], [-0.525, -0.589, 5.091], [1.219, -0.343, 5.016], [2.616, -2.819, 4.417], [2.859, -2.106, 2.808], [2.188, -3.743, 2.966], [-4.272, -1.957, 0.513], [-5.473, -2.581, 0.085], [-6.146, -3.054, 1.235], [-5.146, -3.670, -0.732], [-6.271, -1.669, -0.595], [-3.981, 1.224, -1.561], [-2.796, 0.357, -2.008], [-3.305, -0.808, -2.866], [-1.816, 1.213, -2.818], [-2.135, -0.177, -0.810], [-1.660, -0.662, 0.192], [-4.489, 1.630, -2.440], [-3.631, 2.054, -0.945], [-4.693, 0.632, -0.987], [-3.769, -0.418, -3.776], [-4.038, -1.402, -2.321], [-2.478, -1.460, -3.150], [-2.319, 1.603, -3.707], [-0.954, 0.628, -3.137], [-1.457, 2.054, -2.223], [2.350, 1.109, 3.698], [2.236, 0.593, 2.587], [1.331, -0.244, 2.233], [3.332, 0.842, 1.552], [3.068, 0.267, 0.166], [2.308, 1.454, -1.196], [0.845, 2.631, -0.693], [0.568, 3.738, -1.499], [-0.479, 4.594, -1.201], [-1.270, 4.354, -0.085], [-1.013, 3.255, 0.719], [0.039, 2.400, 0.417], [3.811, 2.590, -1.760], [3.935, 3.914, -1.344], [5.033, 4.682, -1.707], [6.033, 4.138, -2.497], [5.937, 2.816, -2.909], [4.838, 2.055, -2.539], [1.794, 0.301, -2.690], [2.131, 0.564, -4.015], [1.785, -0.319, -5.029], [1.095, -1.485, -4.730], [0.739, -1.755, -3.417], [1.084, -0.867, -2.409], [4.218, 0.371, 1.995], [3.559, 1.911, 1.543], [2.464, -0.637, 0.255], [4.015, -0.020, -0.302], [1.170, 3.932, -2.381], [-0.685, 5.441, -1.843], [-2.094, 5.016, 0.150], [-1.637, 3.046, 1.577], [0.209, 1.534, 1.043], [3.166, 4.356, -0.721], [5.105, 5.709, -1.371], [6.885, 4.739, -2.788], [6.718, 2.378, -3.517], [4.784, 1.022, -2.865], [2.664, 1.473, -4.269], [2.054, -0.096, -6.054], [0.825, -2.176, -5.519], [0.177, -2.648, -3.176], [0.764, -1.081, -1.392]]}

=====

[5]
{"formula": "H19O10", "method": "ωB97M-V/def2-TZVPD", "orbital_gap_ev": [2.77, 8.79], "homo_energy_ev": [2.9, -3.2], "e_lumo_ev": [5.65, 5.54], "multiplicity": 2, "total_charge": -2, "elements": ["O", "H", "H", "O", "H", "H", "O", "H", "H", "O", "H", "H", "O", "H", "H", "O", "H", "H", "O", "H", "H", "O", "H", "H", "O", "H", "O", "H", "H"], "coordinates": [[3.143, 0.684, 0.928], [2.480, 0.776, 1.640], [0.055, -0.540, 1.311], [3.684, -0.352, -1.516], [3.043, -0.300, -0.771], [-1.521, 1.855, -2.053], [0.973, -0.325, -0.511], [3.287, 0.034, -2.304], [0.990, -0.880, -1.295], [-3.410, 0.109, 1.493], [0.536, -2.760, 1.175], [2.430, 0.313, 0.320], [1.254, -3.137, 0.658], [-1.754, -1.908, -1.333], [-2.518, -0.118, 1.127], [0.352, 0.797, -2.743], [0.871, 1.042, -1.928], [-0.292, 0.394, -2.086], [-0.311, 2.311, 3.849], [0.565, 1.974, 3.512], [-0.707, 2.562, 2.953], [-2.611, -1.533, -1.548], [-2.471, -0.802, -2.159], [1.629, -2.433, 0.093], [-0.886, -0.861, 1.162], [-0.750, -0.827, 0.133], [-2.308, 1.490, -1.640], [-3.310, 0.716, 2.228], [-2.443, 1.719, -0.700]]}

=====

[6]
{"formula": "C41H40N2OP2RhS2", "method": "ωB97M-V/def2-TZVPD", "orbital_gap_ev": 7.11, "homo_energy_ev": -16.6, "e_lumo_ev": -9.51, "e_above_lowest_kcal_mol": 2.2, "multiplicity": 1, "total_charge": 3, "elements": ["Rh", "O", "S", "C", "C", "C", "C", "C", "C", "P", "C", "C", "C", "C", "C", "C", "C", "C", "C", "C", "C", "C", "C", "C", "C", "C", "C", "C", "P", "C", "C", "C", "C", "C", "C", "C", "C", "C", "C", "C", "C", "H", "H", "H", "H", "H", "H", "H", "H", "H", "H", "H", "H", "H", "H", "H", "H", "H", "H", "H", "H", "H", "H", "H", "H", "H", "H", "H", "H", "C", "N", "C", "C", "S", "N", "C", "C", "H", "H", "H", "H", "H", "H", "H", "H", "H", "H", "H", "H"], "coordinates": [[-0.036, 0.618, -0.088], [-0.683, 3.649, -0.400], [0.387, 2.789, 0.071], [1.894, 3.178, -0.764], [2.128, 4.440, -1.277], [3.383, 4.687, -1.822], [4.356, 3.694, -1.837], [4.093, 2.424, -1.331], [2.839, 2.160, -0.798], [2.295, 0.538, -0.217], [2.048, -0.492, -1.662], [2.442, -1.828, -1.766], [2.214, -2.510, -2.950], [1.583, -1.878, -4.019], [1.159, -0.560, -3.908], [1.393, 0.140, -2.734], [3.455, -0.117, 0.958], [4.644, -0.692, 0.498], [5.599, -1.101, 1.415], [5.372, -0.934, 2.776], [4.196, -0.349, 3.229], [3.234, 0.066, 2.324], [0.785, 3.067, 1.788], [1.564, 4.129, 2.208], [1.830, 4.253, 3.568], [1.323, 3.326, 4.472], [0.526, 2.272, 4.036], [0.254, 2.141, 2.683], [-0.881, 0.911, 2.004], [-2.514, 1.633, 2.125], [-3.649, 0.834, 1.938], [-4.908, 1.392, 2.061], [-5.049, 2.742, 2.363], [-3.927, 3.537, 2.553], [-2.660, 2.989, 2.436], [-0.823, -0.632, 2.897], [-1.739, -0.892, 3.919], [-1.635, -2.066, 4.647], [-0.628, -2.979, 4.358], [0.283, -2.723, 3.339], [0.191, -1.552, 2.609], [1.356, 5.199, -1.254], [3.603, 5.663, -2.235], [5.329, 3.905, -2.261], [4.853, 1.654, -1.370], [2.917, -2.328, -0.933], [2.543, -3.536, -3.048], [1.441, -2.414, -4.949], [0.704, -0.058, -4.752], [1.145, 1.197, -2.688], [4.834, -0.809, -0.562], [6.521, -1.548, 1.069], [6.120, -1.258, 3.487], [4.031, -0.217, 4.290], [2.323, 0.531, 2.679], [1.972, 4.841, 1.502], [2.441, 5.073, 3.919], [1.547, 3.429, 5.526], [0.119, 1.561, 4.746], [-3.552, -0.223, 1.726], [-5.785, 0.770, 1.933], [-6.038, 3.171, 2.462], [-4.035, 4.584, 2.800], [-1.800, 3.624, 2.594], [-2.521, -0.182, 4.154], [-2.341, -2.268, 5.441], [-0.552, -3.895, 4.929], [1.064, -3.438, 3.115], [0.899, -1.359, 1.812], [-1.552, -2.912, -2.305], [-2.019, -1.678, -2.962], [-2.196, -1.825, -4.418], [-2.209, -0.562, -2.264], [-1.866, -0.669, -0.515], [-2.712, 0.592, -2.704], [-3.154, 0.921, -4.077], [-3.084, 1.694, -1.792], [-1.949, -3.758, -2.858], [-1.914, -2.989, -1.286], [-0.463, -2.962, -2.308], [-1.892, -2.830, -4.687], [-1.560, -1.142, -4.972], [-3.236, -1.700, -4.713], [-2.541, 0.476, -4.842], [-3.078, 1.999, -4.190], [-4.196, 0.634, -4.216], [-3.256, 1.350, -0.780], [-4.011, 2.124, -2.166], [-2.314, 2.465, -1.786]]}

=====

Here are the calculated electronic energy numbers, same order: -46971.7190 -7257.6777 -15245.7385 -128926.4947 -20781.5569 -91426.7546 (eV).